Entry from the OMol25 dataset: a structure of composition C26H37BrN2O2S7SbSi3TeTi (ωB97M-V/def2-TZVPD).

Values from the calculation:
E_LUMO: 0.0660 Eh
energy relative to the best compared isomer or geometry (same formula, charge and spin): 22.7 kcal/mol

The geometry in ORCA input format:
```
! RIJCOSX wB97M-V def2-TZVPD def2/J DEFGRID3
* xyz -1 1
Ti -0.4555 -0.0434 0.6791
S -0.9634 0.6533 3.2162
C -0.3066 2.0333 2.5065
N 0.0557 1.9662 1.2367
C 0.5095 3.1800 0.7399
C 0.8650 3.4487 -0.5763
C 1.2330 4.7400 -0.9115
C 1.2553 5.7553 0.0448
C 0.8962 5.4959 1.3580
C 0.5189 4.2042 1.6940
S -0.0841 3.6052 3.2182
H 0.8019 2.6617 -1.3135
H 1.4965 4.9671 -1.9370
H 1.5403 6.7590 -0.2420
H 0.8840 6.2858 2.0974
Br -4.1749 0.2094 1.1217
C -3.2929 -1.3728 0.5616
C -4.0335 -2.3990 0.0922
C -3.3666 -3.6590 -0.1398
C -2.0393 -3.7542 -0.0030
C -1.2516 -2.5598 0.3000
N -1.9554 -1.4002 0.7700
C -0.0373 -2.7318 1.1934
O 0.4219 -3.7938 1.5396
O 0.4482 -1.5469 1.5191
H -5.1035 -2.2990 0.0032
H -3.9586 -4.5290 -0.3953
H -1.4922 -4.6769 -0.1368
C 5.5496 -2.0681 -0.1952
Si 3.7652 -2.1029 0.4171
C 3.7344 -2.3618 2.2707
C 2.9819 -3.5625 -0.4449
Sb 2.5938 0.1488 -0.0242
Si 3.5641 0.5424 -2.3669
C 2.5720 1.8412 -3.2854
C 3.4819 -1.0484 -3.3565
C 5.3555 1.1079 -2.2823
Si 4.1164 1.6122 1.4574
C 3.3577 1.5507 3.1700
C 5.9030 1.0436 1.6126
C 4.1705 3.3923 0.8684
H 6.0298 -2.9991 0.1243
H 6.1394 -1.2387 0.1861
H 5.5888 -2.0424 -1.2855
H 4.1889 -3.3232 2.5260
H 2.6973 -2.3718 2.6138
H 4.2743 -1.5770 2.8052
H 3.6743 -4.4045 -0.3287
H 2.8260 -3.3847 -1.5088
H 2.0269 -3.8368 0.0017
H 1.5169 1.5610 -3.3418
H 2.9501 1.9415 -4.3070
H 2.6450 2.8159 -2.7995
H 2.4653 -1.4459 -3.3656
H 4.1381 -1.8207 -2.9528
H 3.7869 -0.8510 -4.3889
H 5.4575 2.0610 -1.7606
H 5.7435 1.2356 -3.2977
H 5.9793 0.3733 -1.7715
H 3.2563 0.5245 3.5291
H 2.3620 1.9987 3.1789
H 3.9811 2.1035 3.8795
H 5.9862 0.0460 2.0452
H 6.4142 1.7426 2.2828
H 6.4269 1.0530 0.6555
H 3.1839 3.8545 0.8847
H 4.5621 3.4797 -0.1469
H 4.8244 3.9684 1.5312
Te -0.1547 -1.7117 -1.5713
C -4.3836 1.2050 -3.2733
S -3.3439 2.6659 -3.5277
C -3.1815 3.2117 -1.8669
C -2.4843 2.5924 -0.8845
S -1.6047 1.0983 -1.1993
S -2.6156 3.3716 0.6726
C -3.5767 4.7294 0.2211
S -3.9938 5.9324 1.2708
S -4.0342 4.6726 -1.4338
H -4.5774 0.7882 -4.2612
H -5.3245 1.4866 -2.8049
H -3.8568 0.4720 -2.6646
*
```

---

Entry from the OMol25 dataset: a cluster of 7 separate species, C28H56O21 in total in a non-equilibrium geometry (ωB97M-V/def2-TZVPD).

Values from the calculation:
SMILES string: CCOC(=O)OC.CCOC(=O)OC.CCOC(=O)OC.CCOC(=O)OC.CCOC(=O)OC.CCOC(=O)OC.CCOC(=O)OC
E_LUMO: 0.0237 Eh
energy relative to the best compared isomer or geometry (same formula, charge and spin): 1.2 kcal/mol

The geometry in ORCA input format:
```
! RIJCOSX wB97M-V def2-TZVPD def2/J DEFGRID3
* xyz 0 1
C 10.7039 -1.4281 23.7018
C 11.5758 -1.8467 24.8683
O 11.1997 -1.1039 26.0308
C 10.4742 -1.7287 26.9580
O 10.1678 -2.8903 26.9637
O 10.1512 -0.8249 27.8780
C 9.5355 -1.3223 29.0494
H 9.6522 -1.6317 23.9082
H 10.9270 -1.9941 22.7918
H 10.7972 -0.3689 23.4581
H 12.6149 -1.6141 24.6479
H 11.4419 -2.9082 25.0608
H 9.9943 -2.2543 29.3777
H 8.4639 -1.4966 28.9301
H 9.6481 -0.5706 29.8258
C 15.6683 -2.2259 21.4626
C 14.2906 -2.6996 21.8660
O 13.3429 -2.6529 20.8022
C 12.7408 -1.4763 20.6121
O 13.0541 -0.4422 21.1379
O 11.7456 -1.6646 19.7495
C 10.9634 -0.4893 19.5026
H 15.6553 -1.2854 20.9219
H 16.1637 -2.9672 20.8230
H 16.3135 -2.1883 22.3426
H 13.9553 -2.1144 22.7280
H 14.2994 -3.7355 22.2025
H 11.5838 0.3877 19.3384
H 10.2665 -0.3141 20.3163
H 10.4104 -0.6755 18.5858
C 2.6808 0.7577 23.4510
C 2.8883 0.2295 24.8382
O 2.3256 -1.0882 24.9701
C 1.0248 -1.1160 25.2635
O 0.3171 -0.1534 25.3592
O 0.6518 -2.3829 25.4320
C -0.7534 -2.5953 25.4725
H 3.2810 0.1790 22.7503
H 3.0218 1.7931 23.3753
H 1.6344 0.7372 23.1530
H 2.5759 0.9109 25.6249
H 3.9517 0.0157 24.9772
H -0.8828 -3.6700 25.5487
H -1.2271 -2.1954 24.5804
H -1.1745 -2.1351 26.3664
C 6.1196 0.5900 21.0243
C 7.3489 -0.2586 21.3384
O 7.1489 -1.0562 22.5155
C 7.3045 -0.4267 23.6680
O 7.5057 0.7513 23.8114
O 7.2404 -1.3401 24.6394
C 7.1928 -0.8507 25.9708
H 5.9185 0.6606 19.9584
H 6.2844 1.5953 21.4177
H 5.2634 0.1791 21.5566
H 8.2354 0.3614 21.4287
H 7.5064 -0.9969 20.5557
H 6.1963 -0.5465 26.2851
H 7.9081 -0.0387 26.1063
H 7.5354 -1.6731 26.5979
C 5.6926 3.3919 25.6626
C 6.5004 2.5846 26.6532
O 7.0327 3.4899 27.6338
C 7.9322 2.9588 28.4564
O 8.4261 1.8695 28.3403
O 8.1877 3.8502 29.4183
C 9.2192 3.5255 30.3335
H 5.2495 2.7343 24.9150
H 6.3494 4.0982 25.1573
H 4.8917 3.9435 26.1571
H 7.3297 2.1164 26.1191
H 5.9348 1.7794 27.1258
H 9.7759 2.6418 30.0172
H 8.7986 3.2749 31.3086
H 9.9038 4.3640 30.4143
C 6.1572 3.5931 16.7221
C 7.2286 2.7439 17.3671
O 7.5501 3.2937 18.6468
C 8.4794 2.6490 19.3349
O 8.8363 1.5158 19.1189
O 8.9148 3.4360 20.3113
C 10.0221 2.9160 21.0570
H 5.5062 4.0598 17.4544
H 5.5620 2.9779 16.0438
H 6.6167 4.3315 16.0649
H 8.1359 2.7633 16.7462
H 6.9998 1.6767 17.4222
H 10.2730 3.6967 21.7685
H 10.8598 2.7324 20.3888
H 9.7527 2.0136 21.6004
C 8.6737 -0.0348 12.8581
C 8.2938 0.3956 14.2640
O 8.7938 -0.5556 15.2031
C 7.9019 -1.1614 15.9843
O 6.7131 -0.9590 15.9874
O 8.5586 -2.0210 16.7503
C 7.8469 -2.7408 17.7433
H 9.7225 -0.3238 12.7878
H 8.4431 0.7404 12.1313
H 8.1137 -0.9403 12.6033
H 7.2184 0.5464 14.3167
H 8.7741 1.3434 14.5231
H 6.8122 -2.8644 17.4274
H 7.9179 -2.2512 18.7129
H 8.3001 -3.7235 17.8516
*
```

---

Entry from the OMol25 dataset: a cluster of 3 separate species, C25H38F2N3O5P in total in a non-equilibrium geometry (ωB97M-V/def2-TZVPD).

Values from the calculation:
SMILES string: CCN[C@@H]1NC(=O)[C@H](CP(=O)(O)O)[C@]1(N)CCCCCOC.Fc1ccccc1.Fc1ccccc1
E_LUMO: 0.0147 Eh

The geometry in ORCA input format:
```
! RIJCOSX wB97M-V def2-TZVPD def2/J DEFGRID3
* xyz 0 1
C -2.4480 -2.6940 4.9454
C -2.8716 -1.8997 3.7138
N -1.7696 -1.7077 2.7552
C -2.0526 -2.2450 1.4363
N -2.1425 -3.7097 1.6103
C -0.7455 -4.0902 1.4511
O -0.1025 -4.8597 2.2156
C -0.2485 -3.3220 0.2525
C 1.1891 -3.5539 -0.2081
P 2.5513 -3.3855 0.9514
O 3.2878 -4.6508 1.2166
O 1.9452 -2.6738 2.2517
O 3.4644 -2.2597 0.2461
C -0.9022 -1.9233 0.3979
N -1.5626 -1.6273 -0.8756
C -0.0529 -0.7798 0.9164
C 1.0354 -0.2190 0.0044
C 2.0623 0.5602 0.8341
C 2.7469 1.7131 0.1056
C 3.2363 2.7618 1.0970
O 3.8452 2.1754 2.2351
C 3.3670 2.5962 3.4876
H -1.3766 -2.6045 5.0807
H -2.7122 -3.7426 4.8476
H -2.9503 -2.3080 5.8297
H -3.7096 -2.3886 3.2254
H -3.2236 -0.9192 4.0318
H -1.5915 -0.7213 2.6914
H -3.0270 -1.9142 1.0721
H -2.6311 -4.0422 0.7857
H -0.8473 -3.7584 -0.5482
H 1.3880 -2.9567 -1.0926
H 1.2804 -4.5968 -0.5005
H 2.5647 -2.0616 2.6409
H 4.2586 -2.1414 0.7682
H -0.9137 -1.7022 -1.6422
H -1.9454 -0.6944 -0.8797
H -0.7526 0.0438 1.0909
H 0.3474 -1.0419 1.8891
H 1.5443 -1.0004 -0.5527
H 0.6059 0.4593 -0.7316
H 1.5055 0.9975 1.6671
H 2.7882 -0.1193 1.2662
H 3.5750 1.3768 -0.5120
H 1.9851 2.1851 -0.5084
H 3.9796 3.4080 0.6354
H 2.3762 3.3603 1.3984
H 4.2047 2.6687 4.1758
H 2.6627 1.8711 3.8953
H 2.8913 3.5725 3.4354
F 1.0822 -1.5583 -3.5412
C 0.4804 -0.4934 -4.1269
C 1.1132 0.7296 -4.0852
C 0.5040 1.8097 -4.7061
C -0.7218 1.6555 -5.3383
C -1.3436 0.4144 -5.3502
C -0.7398 -0.6781 -4.7443
H 2.0655 0.8272 -3.5811
H 0.9924 2.7739 -4.6941
H -1.1919 2.5013 -5.8202
H -2.2999 0.2915 -5.8389
H -1.1984 -1.6580 -4.7541
F 0.4727 3.1625 -1.7298
C -0.8041 3.5884 -1.6078
C -1.8092 2.6433 -1.5958
C -3.1215 3.0736 -1.4719
C -3.4073 4.4281 -1.3687
C -2.3760 5.3567 -1.3878
C -1.0580 4.9397 -1.5065
H -1.5592 1.5937 -1.6883
H -3.9227 2.3476 -1.4574
H -4.4320 4.7589 -1.2748
H -2.5957 6.4122 -1.3112
H -0.2382 5.6451 -1.5188
*
```

---

Entry from the OMol25 dataset: a structure of composition IO4V2 in a non-equilibrium geometry (ωB97M-V/def2-TZVPD).

Values from the calculation:
E_LUMO: -0.2827 Eh
energy relative to the best compared isomer or geometry (same formula, charge and spin): 108.1 kcal/mol

The geometry in ORCA input format:
```
! RIJCOSX wB97M-V def2-TZVPD def2/J DEFGRID3
* xyz 1 1
O -0.7061 1.3473 -1.8358
V -1.3280 0.0083 -1.2751
O -2.6954 -0.4478 -1.8873
O 2.0068 0.4973 0.2977
V 1.2110 0.1385 1.6571
O 2.0080 -0.8748 2.5120
I -0.4964 -0.6688 0.5313
*
```

---

Entry from the OMol25 dataset: a cluster of 2 separate species, C4H14N2 in total in a non-equilibrium geometry (ωB97M-V/def2-TZVPD).

Values from the calculation:
SMILES string: CCN.CNC
E_LUMO: 0.0323 Eh
energy relative to the best compared isomer or geometry (same formula, charge and spin): 27.1 kcal/mol

The geometry in ORCA input format:
```
! RIJCOSX wB97M-V def2-TZVPD def2/J DEFGRID3
* xyz 0 1
C -4.1465 0.4141 -0.5198
C -2.8329 1.1663 -0.8279
N -1.8527 0.2995 -1.4977
H -4.7896 0.9850 0.1685
H -3.9108 -0.4545 0.1360
H -4.6337 0.0919 -1.4187
H -2.3939 1.5502 0.1152
H -3.0303 2.0990 -1.4503
H -1.4083 0.7746 -2.2759
H -1.0424 0.2468 -0.8939
C 1.9909 -0.2473 1.3680
N 3.1239 -1.1378 1.3010
C 3.9868 -1.1077 0.1503
H 1.6510 0.1073 0.3567
H 2.0499 0.6296 2.0273
H 1.0939 -0.8200 1.6371
H 3.5250 -1.5008 2.1446
H 4.9636 -0.5932 0.3493
H 4.0644 -2.1019 -0.2688
H 3.5918 -0.4012 -0.6010
*
```

---

Entry from the OMol25 dataset: a cluster of 2 separate species, CH4N2O2S in total in a non-equilibrium geometry (ωB97M-V/def2-TZVPD).

Values from the calculation:
SMILES string: [H]/N=C/[N+](=O)[O-].S
E_LUMO: -0.0072 Eh
energy relative to the best compared isomer or geometry (same formula, charge and spin): 95.2 kcal/mol

The geometry in ORCA input format:
```
! RIJCOSX wB97M-V def2-TZVPD def2/J DEFGRID3
* xyz 0 1
H -1.5379 1.5697 -0.2171
N -2.3399 0.9953 -0.3100
C -2.4924 -0.0408 0.3796
N -3.8899 -0.4710 0.2732
O -4.4419 -0.5794 1.3223
O -4.3402 -0.7841 -0.7874
H -1.7416 -0.5065 1.0904
S 2.6662 -1.1152 -0.4326
H 3.0009 -1.9295 -1.3095
H 1.3674 -1.5786 -0.2608
*
```

---

Entry from the OMol25 dataset: an isolated molecule of C4H12N2S in a non-equilibrium geometry (ωB97M-V/def2-TZVPD).

Values from the calculation:
SMILES string: C[C@H](CS)NCN
E_LUMO: 0.0346 Eh
energy relative to the best compared isomer or geometry (same formula, charge and spin): 24.9 kcal/mol

The geometry in ORCA input format:
```
! RIJCOSX wB97M-V def2-TZVPD def2/J DEFGRID3
* xyz 0 1
C -1.0424 -1.5017 -0.0990
C -0.0726 -0.3626 -0.3635
C 1.0711 -0.3026 0.6639
S 1.9907 -1.8697 0.9131
N -0.6517 0.9572 -0.3257
C -1.7980 1.7177 -0.8344
N -1.4871 3.1266 -0.7110
H -1.7033 -1.1794 0.7262
H -1.6544 -1.7335 -0.9688
H -0.5612 -2.3672 0.3426
H 0.5074 -0.5240 -1.2930
H 1.8026 0.4969 0.5788
H 0.6029 0.0444 1.6075
H 2.4017 -1.9254 -0.3384
H -0.3136 1.5593 0.4083
H -2.1809 1.3328 -1.7831
H -2.6105 1.5278 -0.1031
H -0.7634 3.3554 -1.3932
H -2.3054 3.6083 -1.0754
*
```

---

Entry from the OMol25 dataset: a structure of composition C19H22N6ORuS4 in a non-equilibrium geometry (ωB97M-V/def2-TZVPD).

Values from the calculation:
E_LUMO (spin up / spin down): -0.1710 / -0.1772 Eh
energy relative to the best compared isomer or geometry (same formula, charge and spin): 6.2 kcal/mol
expectation value of S²: 0.761

The geometry in ORCA input format:
```
! RIJCOSX wB97M-V def2-TZVPD def2/J DEFGRID3
* xyz 1 2
Ru -2.2785 -0.7279 -0.6385
C -0.6268 4.5053 0.4750
C -1.6816 3.9765 1.4403
N -1.3791 2.6359 1.9443
C -1.5601 1.4947 1.2958
S -2.2779 1.5414 -0.3227
N -1.2397 0.3805 1.9153
N -1.4408 -0.7387 1.1911
C -1.3025 -1.8811 1.7646
C -0.7408 -2.0360 3.1350
C -1.7808 -3.0207 0.9793
C -1.6430 -4.3377 1.3723
C -2.1994 -5.3439 0.5990
C -2.8686 -5.0183 -0.5674
C -2.9301 -3.6891 -0.9310
N -2.4127 -2.7183 -0.1701
H -0.8776 5.5230 0.1754
H -0.5813 3.8870 -0.4222
H 0.3575 4.5092 0.9442
H -2.6600 3.9565 0.9633
H -1.7525 4.6272 2.3091
H -0.9184 2.5545 2.8386
H -0.6281 -1.0641 3.5983
H 0.2393 -2.5187 3.0870
H -1.3940 -2.6522 3.7552
H -1.0941 -4.5597 2.2771
H -2.1017 -6.3802 0.8950
H -3.3383 -5.7736 -1.1805
H -3.4093 -3.3723 -1.8473
C -3.0954 -0.8882 -3.7929
O -3.6198 -0.7478 -2.4506
H -2.5522 0.0046 -4.0955
H -3.9092 -1.0881 -4.4867
H -2.4149 -1.7335 -3.7908
H -4.3171 -0.0833 -2.4663
S 3.9481 -1.2540 1.7365
C 2.9012 -0.9413 0.5157
S 1.5131 -1.9442 0.2082
C 0.9888 -0.8484 -1.0506
N 1.7842 0.1408 -1.2229
N 2.8562 0.0987 -0.3855
C 3.7956 1.1861 -0.5115
C 5.1409 1.0162 -0.2258
C 6.0046 2.0937 -0.3686
C 5.5354 3.3227 -0.8015
C 4.1884 3.4770 -1.1017
C 3.3152 2.4122 -0.9608
S -0.4103 -1.1153 -2.0314
H 5.5163 0.0555 0.0902
H 7.0544 1.9637 -0.1398
H 6.2164 4.1572 -0.9082
H 3.8147 4.4342 -1.4414
H 2.2661 2.5224 -1.1935
*
```